# C41H35CaN5O4Si

C41H35CaN5O4Si as an isolated structure (ωB97M-V with the def2-TZVPD basis set, the OMol25 dataset).

Each line ends with the Mulliken charge.
Atoms and positions in Å:
Ca: -2.54459 -17.68398 8.25056  1.943
Si: -7.68253 -21.65088 10.22337  -0.349
O: -3.58122 -15.97213 8.76264  -0.967
O: -2.19250 -20.29929 10.86845  -0.351
O: -1.15840 -15.87324 8.30939  -0.627
O: -5.72961 -19.63517 6.19151  -0.278
N: -2.98293 -14.79231 8.73926  0.609
N: -3.69461 -18.65377 6.47102  -0.373
N: -3.28310 -19.61763 12.75075  -0.568
N: -1.62204 -14.74731 8.69598  -0.294
N: -4.21746 -19.03008 9.34956  -0.206
C: -1.35464 -16.40475 14.36112  -0.524
C: -1.19282 -18.70288 13.69658  -0.135
C: -0.40749 -19.35580 3.80461  -0.648
C: -5.16218 -19.28837 8.43657  0.280
C: -6.60869 -23.01557 10.92655  0.923
C: -5.48352 -12.65047 10.20647  -0.324
C: -6.18512 -24.03522 10.04127  -0.465
C: -6.91427 -19.88008 10.10070  0.965
C: -11.84157 -21.22776 12.55849  -0.393
C: -3.29469 -19.71122 11.45499  -0.275
C: -6.52060 -19.62536 8.71735  -1.755
C: -3.72172 -11.31054 9.31989  -0.250
C: -1.23971 -20.46960 11.90130  -0.682
C: -4.94693 -13.78399 9.62544  -0.439
C: -5.78042 -25.54167 11.88367  -0.483
C: -10.41262 -20.77263 10.67324  -0.194
C: -4.93903 -11.37910 9.97727  -0.544
C: -2.78037 -19.09773 4.24193  0.043
C: -5.88244 -25.28514 10.52027  -0.599
C: -9.37153 -21.55321 11.10332  0.435
C: -9.59149 -22.16586 12.37618  -0.212
C: -3.63052 -13.64637 9.01577  0.379
C: -5.74854 -19.77303 11.03025  -1.130
C: -10.81048 -21.96983 13.11127  -0.638
C: -6.55238 -23.26498 12.31862  -0.368
C: 0.80865 -17.37775 14.05692  -0.605
C: -3.93418 -18.69312 5.02977  0.616
C: -1.47912 -18.89032 4.56218  -0.111
C: -4.78602 -19.16991 7.05185  0.153
C: -2.97920 -12.42346 8.88473  -0.453
C: -5.17928 -19.64242 4.89669  -0.846
C: -0.65480 -20.14573 2.67382  -0.397
C: -1.94050 -20.15438 2.14309  -0.531
C: -11.61326 -20.64481 11.30817  -0.604
C: -4.51221 -19.49973 10.62481  0.341
C: -6.18504 -24.51298 12.75049  -0.751
C: -1.92790 -17.61642 14.08855  -0.216
C: 0.02823 -16.22537 14.31396  -0.586
C: 0.19855 -18.63026 13.83581  -0.220
C: -2.98276 -19.59693 2.86694  -0.534
C: -1.92556 -19.97340 13.20427  0.331
H: -12.72890 -20.98081 13.16844  0.316
H: -10.85963 -22.39179 14.11374  0.375
H: -1.98356 -15.53994 14.54359  0.361
H: -5.62091 -26.13287 9.86003  0.304
H: 0.88872 -19.48432 13.79975  0.427
H: -6.76269 -22.48265 13.09659  0.561
H: 1.88284 -17.37524 14.05506  0.371
H: -5.27140 -26.36665 12.32859  0.407
H: -1.21796 -18.44157 5.51782  0.128
H: -5.90819 -19.30316 4.15227  0.319
H: -4.77128 -20.65449 4.67823  0.445
H: -0.97506 -21.55334 11.93914  0.268
H: -5.38828 -10.43871 10.37064  0.331
H: -1.97836 -20.71940 13.97186  0.545
H: -10.33639 -20.18055 9.71105  0.231
H: -4.02603 -19.64424 2.49661  0.278
H: -8.00051 -22.19507 8.79913  -0.218
H: -5.88862 -23.83290 9.00917  0.353
H: -3.18955 -10.35136 9.19768  0.299
H: -7.70214 -19.29005 10.50440  0.813
H: -6.31982 -12.71032 10.93794  0.320
H: -6.20942 -24.67732 13.80440  0.379
H: -8.94604 -22.93665 12.83091  0.369
H: -0.32339 -19.82362 11.70790  0.357
H: 0.35802 -15.25597 14.61334  0.408
H: -3.02006 -17.67666 14.15368  0.381
H: -4.24889 -17.67957 4.76920  0.316
H: -5.82059 -19.89321 12.11530  0.478
H: 0.64331 -19.23524 4.07803  0.376
H: -7.14172 -19.83135 7.86762  0.576
H: -12.36496 -20.03799 10.85004  0.395
H: -2.11840 -20.66023 1.20646  0.380
H: 0.16007 -20.71760 2.21935  0.369
H: -1.89044 -12.34182 8.59663  0.356
H: -5.36221 -14.74636 9.75198  0.531

Summary:
**Orbital gap**: 6.050 eV
**Energy above the lowest of the compared OMol25 structures with the same formula, charge and spin**: 2.734 eV
**Strongest force on any atom**: 0.101 hartree/bohr